DFT (wB97M-V/def2-TZVPD) results for a molecular structure, C48H36CeN4O4.

Properties
Gap between HOMO and LUMO (spin up / spin down)   4.72 / 4.72 eV
Spin multiplicity   1
Net charge   +2
HOMO (spin up / spin down)   -12.55 / -12.55 eV

XYZ file:
```
93
Properties=species:S:1:pos:R:3:lowdin_charge:R:1
Ce -0.0197 -0.1087 0.0177 1.78
C 7.1541 6.6311 1.3273 -0.05
O 6.5396 6.3154 0.0805 -0.06
C 5.5824 5.3752 0.0622 -0.28
C 5.1241 4.6903 1.1858 0.01
C 4.1273 3.7323 1.0445 -0.02
C 3.5758 3.4522 -0.1964 -0.24
C 4.0402 4.1451 -1.3173 -0.02
C 5.0307 5.0936 -1.1928 0.03
C 2.5192 2.4098 -0.3439 -0.05
C 2.9343 1.0812 -0.4333 -0.19
C 4.2873 0.6415 -0.5189 0.06
C 4.2806 -0.6772 -0.8587 0.06
C 2.9243 -1.1018 -0.9613 -0.18
N 2.1042 -0.0212 -0.6499 -0.08
C 2.5067 -2.3722 -1.3776 -0.05
C 1.1900 -2.8238 -1.3901 -0.18
C 0.7724 -4.0933 -1.8919 0.06
C -0.5845 -4.1373 -1.8564 0.06
C -1.0541 -2.8811 -1.3653 -0.18
C -2.3784 -2.4510 -1.4500 -0.05
C -3.3947 -3.4377 -1.9253 -0.25
C -4.1313 -4.1837 -1.0031 -0.01
C -5.0781 -5.0898 -1.4300 0.03
C -5.3115 -5.2693 -2.7974 -0.28
O -6.2521 -6.1727 -3.1150 -0.06
C -6.5447 -6.3905 -4.4923 -0.05
C -4.5807 -4.5282 -3.7252 0.01
C -3.6301 -3.6185 -3.2793 -0.03
C -2.8081 -1.1268 -1.3034 -0.18
N -2.0128 -0.0290 -0.9804 -0.08
C -2.7619 1.1213 -1.2550 -0.18
C -2.3045 2.4369 -1.2558 -0.05
C -3.2606 3.4927 -1.7024 -0.25
C -4.1617 4.0547 -0.7948 -0.02
C -5.0576 5.0189 -1.2021 0.03
C -5.0750 5.4430 -2.5353 -0.28
O -5.9840 6.3834 -2.8363 -0.06
C -6.0419 6.8654 -4.1759 -0.05
C -4.1801 4.8857 -3.4471 0.01
C -3.2810 3.9155 -3.0220 -0.02
C -1.0003 2.8513 -0.9554 -0.18
C -0.5412 4.1972 -0.9856 0.06
C 0.7909 4.1974 -0.6927 0.06
C 1.1981 2.8478 -0.5055 -0.19
N 0.0772 2.0317 -0.6266 -0.07
C -4.0672 0.7113 -1.6528 0.06
C -4.1000 -0.6489 -1.6685 0.06
N 0.0518 -2.1113 -1.0010 -0.07
C 3.5566 -3.2750 -1.9336 -0.25
C 3.9852 -3.1359 -3.2437 -0.02
C 4.9497 -3.9847 -3.7732 0.01
C 5.5014 -4.9845 -2.9738 -0.28
O 6.4398 -5.8541 -3.3797 -0.06
C 6.8991 -5.7758 -4.7262 -0.05
C 5.0772 -5.1241 -1.6475 0.03
C 4.1141 -4.2803 -1.1389 -0.02
H 7.8968 7.3901 1.1065 0.10
H 7.6434 5.7530 1.7526 0.10
H 6.4213 7.0306 2.0307 0.10
H 5.5288 4.8940 2.1657 0.11
H 3.7766 3.2055 1.9245 0.12
H 3.6237 3.9337 -2.2955 0.13
H 5.4009 5.6351 -2.0526 0.13
H 5.1440 1.2791 -0.3721 0.14
H 5.1319 -1.3143 -1.0356 0.14
H 1.4456 -4.8542 -2.2520 0.14
H -1.2258 -4.9397 -2.1823 0.14
H -3.9599 -4.0543 0.0591 0.12
H -5.6535 -5.6742 -0.7252 0.13
H -7.3322 -7.1360 -4.5128 0.10
H -5.6681 -6.7705 -5.0205 0.10
H -6.8984 -5.4722 -4.9646 0.10
H -4.7426 -4.6516 -4.7855 0.11
H -3.0671 -3.0455 -4.0076 0.13
H -4.1576 3.7360 0.2411 0.13
H -5.7568 5.4645 -0.5077 0.13
H -6.8245 7.6163 -4.1861 0.10
H -6.2982 6.0610 -4.8679 0.10
H -5.0937 7.3220 -4.4656 0.10
H -4.1758 5.1967 -4.4809 0.11
H -2.5896 3.4878 -3.7392 0.13
H -1.1647 5.0478 -1.2075 0.14
H 1.4516 5.0469 -0.6353 0.13
H -4.8622 1.3901 -1.9161 0.14
H -4.9249 -1.2826 -1.9505 0.14
H 3.5641 -2.3601 -3.8730 0.13
H 5.2635 -3.8585 -4.7984 0.11
H 7.6288 -6.5706 -4.8367 0.10
H 7.3764 -4.8131 -4.9183 0.10
H 6.0772 -5.9340 -5.4268 0.10
H 5.5193 -5.9027 -1.0411 0.13
H 3.7906 -4.3999 -0.1113 0.13
```